No. 1
ORCA calculation (wB97M-V/def2-TZVPD) on a molecular structure, AgH14O7 at a distorted geometry.

CARTESIAN COORDINATES (ANGSTROEM)
1 Ag -0.53 -0.14 0.02
2 O -0.58 -1.59 -1.88
3 H -1.32 -2.17 -1.85
4 H 0.19 -2.16 -2.04
5 O 1.68 0.23 -1.49
6 H 1.45 -0.70 -1.62
7 H 1.43 0.65 -2.30
8 O 1.23 -1.55 0.90
9 H 1.45 -2.44 1.20
10 H 1.38 -0.97 1.66
11 O -0.34 0.64 2.23
12 H -0.89 -0.01 2.65
13 H -0.55 1.50 2.64
14 O -0.87 1.71 -1.52
15 H -1.14 2.23 -2.29
16 H -0.54 2.35 -0.89
17 O 1.32 2.50 0.31
18 H 1.61 1.87 -0.34
19 H 1.89 3.29 0.28
20 O -2.12 -1.42 1.26
21 H -1.91 -2.41 1.15
22 H -2.82 -1.41 1.92

LUMO energy (eV): -3.359
Multiplicity: 1
Charge: +1
Orbital gap (eV): 9.87
Relative energy (zero: lowest compared OMol25 entry of this formula, charge and spin) (kcal/mol): 0.0
Total energy (eV): -18553.2709

These are the Löwdin partial charges, in e, on atoms 1 to 6: 0.764, -0.055, 0.054, 0.068, -0.053, 0.016

No. 2
ORCA calculation (wB97M-V/def2-TZVPD) on a molecular structure, AgH16O8 at a distorted geometry.

CARTESIAN COORDINATES (ANGSTROEM)
1 Ag -0.02 0.03 -0.10
2 O 0.63 -1.18 1.98
3 H 0.84 -0.72 2.79
4 H -0.14 -1.70 2.19
5 O -1.92 -1.03 0.62
6 H -2.58 -0.98 -0.07
7 H -2.40 -1.32 1.40
8 O 0.16 -2.18 -0.60
9 H 0.82 -2.87 -0.49
10 H -0.60 -2.64 -0.96
11 O 1.61 -0.13 -1.73
12 H 1.78 -0.30 -2.66
13 H 2.48 -0.01 -1.34
14 O 2.26 0.72 0.84
15 H 2.11 1.32 1.57
16 H 3.12 0.34 1.00
17 O -0.84 1.45 1.54
18 H -0.74 2.40 1.60
19 H -1.18 1.20 2.40
20 O 0.16 2.24 -1.05
21 H -0.48 2.28 -1.76
22 H 0.61 3.08 -1.10
23 O -1.58 0.06 -1.81
24 H -1.74 -0.65 -2.44
25 H -2.37 0.59 -1.85

LUMO energy (alpha / beta) (eV): -2.791 / -7.250
Multiplicity: 3
Charge: +1
Expectation value of S²: 2.0015
Orbital gap (alpha / beta) (eV): 3.56 / 7.79
Total energy (eV): -20627.4774

These are the Löwdin partial charges, in e, on atoms 1 to 6: 1.107, -0.101, 0.045, 0.028, -0.135, 0.021

No. 3
ORCA calculation (wB97M-V/def2-TZVPD) on a molecular structure, AlBH10O3 at a distorted geometry.

CARTESIAN COORDINATES (ANGSTROEM)
1 Al 24.49 -10.34 -6.35
2 B 23.94 -11.94 -9.01
3 H 23.45 -10.98 -8.94
4 H 23.88 -12.21 -10.05
5 H 24.96 -11.89 -8.67
6 H 23.39 -12.67 -8.42
7 O 24.57 -8.07 -8.30
8 H 24.61 -8.44 -9.19
9 H 25.02 -7.23 -8.38
10 O 25.01 -13.26 -6.29
11 H 25.46 -13.74 -6.98
12 H 24.78 -13.93 -5.65
13 O 22.10 -12.13 -6.08
14 H 21.55 -11.90 -5.33
15 H 21.65 -12.86 -6.49

LUMO energy (eV): -15.556
Multiplicity: 1
Charge: +2
Orbital gap (eV): 4.32
Relative energy (zero: lowest compared OMol25 entry of this formula, charge and spin) (kcal/mol): 158.2
Total energy (eV): -13549.9411

These are the Löwdin partial charges, in e, on atoms 1 to 6: 1.492, -0.103, 0.037, 0.180, -0.046, 0.037

No. 4
ORCA calculation (wB97M-V/def2-TZVPD) on a molecular structure, AlBH6O3P.

CARTESIAN COORDINATES (ANGSTROEM)
1 O 3.28 -0.74 -0.10
2 P 1.84 -0.76 0.31
3 Al 0.31 0.53 -1.02
4 B -1.57 0.35 0.04
5 O -1.81 1.08 1.17
6 O -2.59 -0.53 -0.33
7 H 1.37 -2.10 0.47
8 H 1.70 -0.32 1.66
9 H 0.27 -0.04 -2.53
10 H 0.85 2.06 -1.05
11 H -1.15 1.79 1.20
12 H -2.50 -1.34 0.19

LUMO energy (eV): 3.402
Multiplicity: 1
Charge: -1
Orbital gap (eV): 7.69
Relative energy (zero: lowest compared OMol25 entry of this formula, charge and spin) (kcal/mol): 3.3
Total energy (eV): -22805.2271

These are the Löwdin partial charges, in e, on atoms 1 to 6: -0.634, 0.413, 0.236, -0.813, 0.063, 0.024

No. 5
ORCA calculation (wB97M-V/def2-TZVPD) on a molecular structure, AlH2O at a distorted geometry.

CARTESIAN COORDINATES (ANGSTROEM)
1 Al -1.11 -23.19 28.86
2 O -2.63 -22.82 30.30
3 H -3.21 -23.33 30.86
4 H -3.05 -21.96 30.24

LUMO energy (eV): -25.624
Multiplicity: 1
Charge: +3
Orbital gap (eV): 6.99
Relative energy (zero: lowest compared OMol25 entry of this formula, charge and spin) (kcal/mol): 1.7
Total energy (eV): -8629.0570

Let us look at the Löwdin charges, expressed in e, one per atom: 2.395, 0.240, 0.193, 0.171

No. 6
ORCA calculation (wB97M-V/def2-TZVPD) on a molecular structure, AlN2O6 at a distorted geometry.

CARTESIAN COORDINATES (ANGSTROEM)
1 Al 6.74 14.12 20.29
2 N 10.06 16.21 21.14
3 O 10.82 16.15 22.09
4 O 9.34 15.23 20.92
5 O 10.01 17.20 20.43
6 N 3.58 11.97 19.42
7 O 3.08 11.32 20.32
8 O 2.87 12.34 18.48
9 O 4.78 12.29 19.41

LUMO energy (eV): -11.651
Multiplicity: 1
Charge: +1
Orbital gap (eV): 1.87
Relative energy (zero: lowest compared OMol25 entry of this formula, charge and spin) (kcal/mol): 118.2
Total energy (eV): -21839.1824

These are the Löwdin partial charges, in e, on atoms 1 to 6: 1.165, -0.567, 0.264, -0.005, 0.242, -0.558

No. 7
ORCA calculation (wB97M-V/def2-TZVPD) on a molecular structure, ArH20O10 at a distorted geometry.

CARTESIAN COORDINATES (ANGSTROEM)
1 Ar -0.60 -0.76 -0.20
2 O 3.18 -0.68 1.08
3 H 2.88 -0.92 0.21
4 H 2.46 -0.16 1.45
5 O 0.32 0.10 -3.16
6 H -0.57 0.42 -3.09
7 H 0.87 0.87 -2.97
8 O 2.57 -1.56 -1.72
9 H 1.81 -0.98 -1.73
10 H 2.20 -2.44 -1.80
11 O -3.39 0.20 2.35
12 H -2.91 -0.60 2.15
13 H -2.75 0.75 2.80
14 O -2.29 0.90 -3.08
15 H -2.49 1.43 -3.85
16 H -1.73 1.46 -2.55
17 O 0.48 3.11 0.56
18 H 0.89 3.86 0.97
19 H 0.75 2.36 1.10
20 O -2.50 -2.51 1.79
21 H -2.99 -2.66 0.98
22 H -1.59 -2.67 1.56
23 O 0.46 -3.75 1.56
24 H 0.79 -3.94 0.68
25 H 1.09 -3.13 1.93
26 O -0.73 2.76 -1.81
27 H -0.23 3.05 -1.04
28 H -0.09 2.76 -2.52
29 O 1.28 0.96 2.41
30 H 0.85 0.40 3.05
31 H 1.98 1.38 2.90

LUMO energy (eV): -0.285
Multiplicity: 1
Orbital gap (eV): 10.60
Relative energy (zero: lowest compared OMol25 entry of this formula, charge and spin) (kcal/mol): 10.6
Total energy (eV): -35154.4580

These are the Löwdin partial charges, in e, on atoms 1 to 6: 0.229, -0.063, -0.023, -0.038, -0.075, -0.045

No. 8
ORCA calculation (wB97M-V/def2-TZVPD) on a molecular structure, ArH20O10.

CARTESIAN COORDINATES (ANGSTROEM)
1 Ar 0.36 0.05 -0.09
2 O -1.33 -2.80 1.67
3 H -1.20 -2.77 0.72
4 H -1.73 -1.96 1.88
5 O -3.57 -0.68 -0.25
6 H -3.40 0.09 0.29
7 H -4.16 -0.35 -0.93
8 O 3.27 1.95 -1.18
9 H 4.00 1.70 -0.61
10 H 3.69 2.37 -1.93
11 O -1.89 -0.50 3.33
12 H -1.39 -0.23 4.10
13 H -1.94 0.29 2.79
14 O -2.65 1.73 1.37
15 H -2.20 2.45 1.79
16 H -3.58 1.97 1.40
17 O -1.54 -2.37 -1.09
18 H -2.11 -1.62 -0.94
19 H -0.88 -2.05 -1.69
20 O 2.00 0.31 -3.04
21 H 1.97 0.94 -3.75
22 H 2.44 0.77 -2.32
23 O 3.36 -0.48 2.41
24 H 3.06 -0.83 3.24
25 H 2.89 0.35 2.31
26 O 0.72 3.13 -0.96
27 H 0.02 2.51 -0.81
28 H 1.51 2.60 -1.01
29 O 1.07 -2.37 -2.23
30 H 1.93 -2.75 -2.03
31 H 1.26 -1.46 -2.44

LUMO energy (eV): -0.204
Multiplicity: 1
Orbital gap (eV): 9.28
Relative energy (zero: lowest compared OMol25 entry of this formula, charge and spin) (kcal/mol): 16.3
Total energy (eV): -35154.2120

These are the Löwdin partial charges, in e, on atoms 1 to 6: 0.270, -0.079, -0.028, -0.029, -0.024, 0.004

No. 9
ORCA calculation (wB97M-V/def2-TZVPD) on a molecular structure, As3CsF18 at a distorted geometry.

CARTESIAN COORDINATES (ANGSTROEM)
1 Cs 0.53 -0.89 0.82
2 As 3.02 2.38 -1.25
3 F 3.60 3.29 0.26
4 F 1.41 3.09 -1.21
5 F 2.51 1.52 -2.74
6 F 4.68 1.59 -1.42
7 F 2.42 0.93 -0.28
8 F 3.53 3.75 -2.28
9 As -2.13 1.67 2.07
10 F -3.17 1.50 3.55
11 F -2.19 3.47 2.31
12 F -1.17 1.92 0.52
13 F -2.03 -0.08 1.89
14 F -3.60 1.75 1.08
15 F -0.56 1.59 3.09
16 As -0.97 -3.96 -0.93
17 F -1.56 -2.28 -0.55
18 F 0.30 -3.31 -1.99
19 F -0.49 -5.61 -1.26
20 F -2.18 -4.46 0.29
21 F -2.15 -4.09 -2.39
22 F 0.19 -3.77 0.42

LUMO energy (alpha / beta) (eV): 0.574 / -7.648
Multiplicity: 2
Charge: -1
Expectation value of S²: 0.7550
Orbital gap (alpha / beta) (eV): 10.79 / 2.56
Total energy (eV): -231986.3392

These are the Löwdin partial charges, in e, on atoms 1 to 6: 1.232, 0.994, -0.243, -0.123, -0.129, -0.233

No. 10
ORCA calculation (wB97M-V/def2-TZVPD) on a molecular structure, AuFHO2S at a distorted geometry.

CARTESIAN COORDINATES (ANGSTROEM)
1 S 0.98 0.14 -0.52
2 F -2.87 -0.43 0.18
3 O 1.36 1.42 0.25
4 Au -1.25 -0.12 0.04
5 O 1.35 -1.21 0.46
6 H 1.02 -2.03 0.07

LUMO energy (alpha / beta) (eV): -5.463 / -10.110
Multiplicity: 3
Charge: +1
Expectation value of S²: 2.0104
Orbital gap (alpha / beta) (eV): 10.80 / 7.38
Total energy (eV): -21341.9700

Let us look at the Löwdin charges, expressed in e, one per atom: 0.894, -0.422, -0.351, 1.150, -0.337, 0.066

No. 11
ORCA calculation (wB97M-V/def2-TZVPD) on a molecular structure, B3CsF12 at a distorted geometry.

CARTESIAN COORDINATES (ANGSTROEM)
1 Cs -0.83 0.32 0.83
2 B -0.29 2.01 -2.09
3 F 0.76 1.61 -1.26
4 F 0.08 3.08 -2.94
5 F -0.70 0.93 -2.90
6 F -1.39 2.34 -1.27
7 B 2.12 0.88 2.30
8 F 2.45 0.40 1.02
9 F 1.39 2.05 2.13
10 F 1.24 -0.09 2.86
11 F 3.25 1.03 3.11
12 B -1.65 -2.92 -0.38
13 F -0.29 -3.12 -0.71
14 F -2.17 -1.90 -1.20
15 F -2.37 -4.12 -0.47
16 F -1.60 -2.50 0.98

LUMO energy (eV): 4.242
Multiplicity: 1
Charge: -2
Orbital gap (eV): 10.07
Relative energy (zero: lowest compared OMol25 entry of this formula, charge and spin) (kcal/mol): 4.6
Total energy (eV): -35211.1012

These are the Löwdin partial charges, in e, on atoms 1 to 6: 1.417, -1.321, 0.040, 0.066, 0.079, -0.010

No. 12
ORCA calculation (wB97M-V/def2-TZVPD) on a molecular structure, B4F16Hg at a distorted geometry.

CARTESIAN COORDINATES (ANGSTROEM)
1 Hg 0.05 0.04 0.05
2 B 1.14 0.43 2.30
3 F 1.92 0.00 1.28
4 F 1.92 0.41 3.45
5 F 0.75 1.67 2.03
6 F 0.00 -0.37 2.37
7 B 0.59 1.85 -1.68
8 F 0.64 2.85 -2.60
9 F -0.06 2.29 -0.53
10 F -0.21 0.80 -2.14
11 F 1.86 1.41 -1.20
12 B -2.72 0.21 0.12
13 F -1.93 0.78 1.11
14 F -3.06 1.06 -0.83
15 F -1.95 -0.71 -0.54
16 F -3.82 -0.36 0.68
17 B 1.01 -2.55 -0.81
18 F 2.14 -3.26 -0.48
19 F 0.30 -2.18 0.35
20 F 1.36 -1.33 -1.29
21 F 0.04 -3.04 -1.65

LUMO energy (eV): 5.680
Multiplicity: 1
Charge: -2
Orbital gap (eV): 11.52
Relative energy (zero: lowest compared OMol25 entry of this formula, charge and spin) (kcal/mol): 43.1
Total energy (eV): -50386.1102

These are the Löwdin partial charges, in e, on atoms 1 to 6: 1.491, -1.479, 0.151, 0.131, 0.191, 0.113